No. 1
Here is 3 unconnected molecules or ions with the total composition C5H10OS at a distorted geometry from the Open Molecules 2025 dataset. Energies are from the ωB97M-V functional and the def2-TZVPD basis.

Geometry as XYZ:
```
17
Properties=species:S:1:pos:R:3:forces:R:3:nbo_charge:R:1
O 0.56319 -1.51894 -1.33173 -0.42 -0.64 0.78 -0.36
C -0.57035 -1.65367 -1.51824 1.70 0.45 -0.79 0.41
C -1.03395 -0.64177 1.25675 -0.29 -0.41 1.19 -0.67
C 0.31320 -0.75421 1.84585 2.56 0.74 -0.15 -0.15
C 0.90642 0.27612 2.52262 -1.98 -0.34 -0.50 -0.42
S 0.10744 2.39605 -0.75358 -0.27 -0.25 -0.16 -0.06
C 0.34819 1.35604 -2.14755 0.92 0.51 -0.27 -0.80
H -0.99354 -1.22917 -2.48615 -0.88 0.46 0.07 0.18
H -1.53396 0.06360 1.96171 -0.77 -0.85 -0.74 0.24
H -1.45137 -1.61730 0.94619 -0.59 0.38 0.85 0.20
H -0.93156 -0.11698 0.30926 0.20 0.50 0.16 0.22
H 1.01982 -1.52294 1.49858 -0.32 0.46 -0.82 0.18
H 0.27734 0.83338 3.22706 -0.02 0.53 -0.79 0.18
H 1.75477 0.79139 2.08679 1.09 -0.86 1.10 0.22
H 1.31947 0.83029 -2.01197 -0.76 -0.46 -0.10 0.23
H -0.48660 0.64677 -2.29527 -0.15 -0.62 0.14 0.19
H 0.39150 1.86135 -3.11032 -0.02 0.42 0.03 0.21
```
Forces are in eV/Å.

Net charge: 0
LUMO level: -3.61 eV
Electronic energy: -669.6361 Eh
HOMO level: -7.51 eV
Relative energy (zero: lowest compared OMol25 entry of this formula, charge and spin): 188.5 kcal per mole

No. 2
Here is 4 unconnected molecules or ions with the total composition C65H67N6O9 at a distorted geometry from the Open Molecules 2025 dataset. Energies are from the ωB97M-V functional and the def2-TZVPD basis.

Geometry as XYZ:
```
147
Properties=species:S:1:pos:R:3:forces:R:3:mulliken_charge:R:1
C -2.56124 -2.55124 1.03576 0.55 0.52 -0.34 -1.55
N -2.33738 -1.19374 0.52048 0.14 -0.30 0.28 -0.13
C -1.02086 -1.08592 -0.07096 -1.32 0.31 0.59 -1.37
N -1.01095 -0.21987 -1.25466 -1.20 -0.09 -1.36 0.64
C -0.39595 0.96025 -0.98163 -0.15 0.46 0.49 -1.36
N -0.98988 2.07441 -0.73426 -0.50 0.46 0.11 -0.09
O -2.35402 2.20408 -0.66969 0.47 -0.34 -0.11 0.08
C -2.67058 3.54880 -1.09816 0.49 -0.36 0.42 -0.55
C -4.12669 3.64782 -1.27792 -0.03 -0.34 0.51 -0.95
N -4.78636 3.30013 -0.04310 0.16 0.13 -0.05 0.05
C -6.15346 2.85892 -0.23941 0.90 -0.03 -0.17 -1.23
C -6.96233 3.15160 0.96712 -0.48 -0.04 0.45 0.43
C -6.79890 2.09355 2.02966 -0.07 0.46 -0.29 -1.38
O -6.62563 4.43463 1.44893 0.55 0.60 -0.05 -0.61
N 0.95284 0.89585 -1.06608 0.82 -0.16 1.13 1.16
C 1.77762 1.37074 0.02723 -3.65 -1.36 -3.97 -0.67
C 3.03251 1.59085 -0.19963 2.13 -0.73 -4.33 -0.32
C 3.78950 2.00870 0.76397 3.74 0.78 0.02 -1.29
C 3.25734 2.19957 1.94747 0.09 0.90 3.27 -0.60
N 2.00958 1.96815 2.21316 -0.94 0.25 1.46 -0.41
C 1.27872 1.54590 1.21744 -1.79 0.30 3.26 -0.03
C 1.24631 -0.40419 -1.65546 0.22 -0.08 -1.43 -1.01
C -0.09112 -0.63507 -2.34836 0.65 -0.21 1.72 -0.50
C -0.33692 -1.91907 -3.01788 -0.71 0.17 -0.83 -1.06
C -1.64109 -1.89100 -3.80008 -0.25 -0.44 0.53 -1.37
C -2.68048 -2.81944 -3.20179 0.40 0.52 -0.56 0.72
C -4.10804 -2.50965 -3.57598 -0.20 -0.40 0.19 -1.34
C -4.96839 -2.13398 -2.41107 0.16 0.18 0.34 -0.70
C -4.81083 -3.12510 -1.28721 -0.03 0.76 -0.04 0.22
C -5.96978 -3.26635 -0.36941 0.18 -0.83 0.30 -0.97
O -5.45980 -3.55386 0.91251 0.15 0.37 0.29 -0.29
C -6.45099 -3.89158 1.85198 0.45 -0.22 -0.37 -0.95
H -2.72453 -3.20834 0.21683 0.13 -0.71 -0.46 0.76
H -3.44370 -2.56576 1.62198 -0.76 -0.02 0.54 0.45
H -1.73003 -2.92374 1.59946 0.65 -0.26 0.62 0.49
H -2.35165 -0.62961 1.35334 -0.20 0.64 0.03 0.37
H -0.32080 -0.74647 0.66812 0.72 0.37 0.47 0.29
H -0.69718 -2.05532 -0.33616 0.37 -1.08 -0.67 0.81
H -0.44816 2.91314 -0.57310 0.06 0.16 0.15 0.53
H -2.12886 3.78761 -1.99081 0.34 0.05 -0.72 0.42
H -2.36393 4.20033 -0.31019 0.40 0.68 0.71 0.35
H -4.38683 2.97624 -2.06664 -0.55 -0.42 -0.61 0.45
H -4.31720 4.66740 -1.56209 -0.34 0.61 -0.59 0.42
H -4.79381 4.13960 0.51773 -0.20 0.03 0.31 0.15
H -6.59223 3.24427 -1.13564 -0.40 0.76 -0.67 0.50
H -6.14070 1.80059 -0.36903 -0.05 -1.03 -0.20 0.36
H -7.98648 3.15609 0.66056 -0.86 0.08 -0.23 0.51
H -6.70869 2.56469 2.97566 0.14 0.28 0.99 0.38
H -7.66336 1.48678 2.02898 -0.97 -0.85 0.18 0.35
H -5.96475 1.46827 1.84000 1.00 -0.53 -0.02 0.27
H -7.40775 4.88576 1.74954 -0.33 0.18 0.18 0.34
H 3.43433 1.41305 -1.15987 0.41 -0.12 -1.00 0.81
H 4.80864 2.18130 0.59290 1.33 0.30 -0.11 0.66
H 3.87355 2.55274 2.73456 0.38 0.30 0.90 0.44
H 0.26788 1.33735 1.43511 -1.15 -0.20 0.35 0.89
H 1.98264 -0.34733 -2.42940 0.78 0.44 -0.42 0.74
H 1.61316 -1.15835 -0.99067 -0.20 -0.43 0.92 0.46
H -0.13879 0.17457 -3.05117 -0.28 0.30 -0.85 0.89
H -0.33066 -2.75688 -2.35983 0.28 -0.69 0.59 0.49
H 0.45070 -2.01058 -3.72709 1.01 -0.40 -0.44 0.62
H -1.48264 -2.18235 -4.81560 0.20 -0.11 -0.79 0.48
H -2.01385 -0.89492 -3.81941 -0.42 1.01 -0.02 0.59
H -2.53635 -2.85475 -2.14320 -0.04 0.03 0.78 -0.36
H -2.44308 -3.78451 -3.57974 0.28 -1.10 -0.05 0.21
H -4.16307 -1.78031 -4.34787 0.05 0.80 -0.73 0.46
H -4.53659 -3.39555 -3.98522 -0.41 -0.79 -0.53 0.52
H -5.99461 -2.04929 -2.68954 -0.88 0.00 -0.49 0.54
H -4.68070 -1.16061 -2.05552 0.12 0.66 0.34 0.21
H -4.51388 -4.07841 -1.65174 0.14 -1.03 -0.44 0.60
H -4.00666 -2.79257 -0.68470 0.44 0.37 0.32 -0.82
H -6.61513 -2.40636 -0.35807 -0.36 0.65 0.09 0.46
H -6.52472 -4.12994 -0.67347 -0.94 -0.47 -0.40 0.41
H -6.22261 -3.40975 2.76844 0.14 0.61 0.95 0.28
H -7.43210 -3.61794 1.53071 -0.76 0.36 -0.25 0.40
H -6.44297 -4.94431 2.03930 -0.05 -0.91 0.03 0.31
C 3.81061 -1.73919 1.89246 0.04 0.14 -0.04 -0.36
C 5.03384 -1.45577 1.29068 -0.11 0.12 0.06 -0.57
C 5.62246 -2.36990 0.43850 0.02 0.09 0.00 -0.76
C 4.99417 -3.58263 0.19045 -0.11 -0.18 -0.04 0.19
C 3.77674 -3.87731 0.80793 0.11 -0.12 -0.15 0.49
C 3.18410 -2.94760 1.65204 -0.10 0.09 0.06 -1.04
C 3.10071 -5.19330 0.58828 0.01 -0.03 0.00 0.46
O 2.03846 -5.43745 1.11827 -0.07 0.02 -0.02 -0.67
C 3.77445 -6.18672 -0.29578 0.12 0.21 0.04 0.20
C 3.19582 -7.43466 -0.47204 -0.07 -0.12 -0.02 -0.55
C 3.79982 -8.36409 -1.29822 0.07 -0.03 -0.07 -0.50
C 4.98112 -8.04843 -1.95991 -0.07 -0.06 0.02 -0.49
C 5.56593 -6.80758 -1.78556 0.06 -0.10 -0.08 -0.55
C 4.97230 -5.87544 -0.94826 -0.11 0.17 0.16 0.18
C 5.63589 -4.55418 -0.74891 -0.02 -0.05 0.01 0.54
O 6.66262 -4.27070 -1.32353 0.05 0.03 -0.04 -0.65
H 3.34994 -1.01561 2.55370 0.00 0.00 0.05 0.61
H 5.52537 -0.51277 1.48861 0.04 0.02 0.03 0.49
H 6.56755 -2.15277 -0.03722 0.05 -0.08 -0.06 0.51
H 2.23786 -3.17970 2.11982 -0.02 -0.10 0.02 0.67
H 2.27683 -7.67310 0.04233 -0.05 0.07 0.06 0.49
H 3.35066 -9.33810 -1.43013 -0.02 -0.04 -0.01 0.41
H 5.44712 -8.77537 -2.60971 0.02 -0.03 -0.02 0.41
H 6.48571 -6.55761 -2.29295 0.06 0.09 0.02 0.49
C 6.37785 8.11424 -5.79946 0.04 0.00 -0.08 -0.47
C 6.63265 7.49533 -7.01788 0.01 0.07 0.06 -0.55
C 6.08953 6.25431 -7.29534 0.07 0.06 -0.09 -0.42
C 5.29673 5.62054 -6.35108 -0.14 -0.12 0.19 0.10
C 5.05746 6.23410 -5.11605 -0.09 -0.22 -0.06 0.15
C 5.59308 7.48561 -4.85053 0.05 0.11 0.03 -0.58
C 4.24659 5.55600 -4.06737 0.01 0.03 -0.01 0.56
O 4.02694 6.07716 -2.99528 -0.01 0.01 0.05 -0.66
C 3.70796 4.19286 -4.36946 0.14 0.14 -0.16 -0.33
C 2.99600 3.51940 -3.38938 -0.12 -0.09 0.17 -0.72
C 2.47947 2.26425 -3.64955 -0.05 -0.12 -0.10 0.94
C 2.66588 1.67780 -4.89908 -0.06 -0.02 0.13 -0.73
C 3.37895 2.34352 -5.87827 -0.06 -0.15 -0.01 -0.94
C 3.90888 3.59806 -5.61428 0.08 0.19 0.03 0.17
C 4.70656 4.29026 -6.67701 0.02 0.04 0.02 0.61
O 4.86415 3.77488 -7.75956 0.01 -0.04 -0.06 -0.64
H 6.79761 9.08776 -5.59018 0.02 0.04 0.00 0.41
H 7.25563 7.98513 -7.75249 0.02 0.03 -0.03 0.40
H 6.27954 5.77089 -8.24195 -0.05 -0.08 -0.03 0.49
H 5.39553 7.95907 -3.90044 -0.04 -0.05 0.08 0.48
H 2.85523 3.98518 -2.42322 0.04 0.11 0.00 0.64
H 1.92870 1.74165 -2.87358 0.07 0.18 -0.25 0.02
H 2.25666 0.69711 -5.10703 0.00 -0.02 -0.01 0.51
H 3.53287 1.89568 -6.84891 0.06 0.05 -0.07 0.49
C 1.40739 3.32891 6.88286 0.03 -0.02 -0.08 -0.65
C 1.69446 2.75375 5.64904 0.00 0.10 0.12 -0.26
C 1.12321 1.54571 5.29951 0.07 0.04 0.00 -0.35
C 0.26804 0.90398 6.17976 -0.14 -0.19 0.13 0.08
C -0.00556 1.46865 7.42683 -0.11 -0.19 -0.03 0.36
C 0.56049 2.68707 7.77002 0.07 0.13 0.01 -0.67
C -0.88943 0.76919 8.40772 0.01 0.00 -0.03 0.52
O -1.13306 1.25818 9.48722 -0.02 0.02 0.06 -0.66
C -1.45649 -0.55665 8.01416 0.16 0.11 -0.17 0.40
C -2.23558 -1.25244 8.92523 -0.08 -0.06 0.09 -0.62
C -2.78046 -2.47446 8.57636 -0.02 -0.07 -0.07 -0.49
C -2.55654 -3.00447 7.31082 -0.04 -0.01 0.07 -0.59
C -1.77675 -2.31795 6.39868 -0.06 -0.11 -0.01 -0.59
C -1.21656 -1.09752 6.74680 0.09 0.19 0.05 0.07
C -0.35230 -0.38702 5.76222 0.01 0.00 -0.03 0.52
O -0.15650 -0.84371 4.65153 -0.04 0.01 -0.05 -0.65
H 1.84913 4.27768 7.15350 0.02 0.03 0.01 0.40
H 2.36332 3.25161 4.96046 0.00 0.03 -0.04 0.35
H 1.33683 1.09818 4.34471 -0.03 -0.05 -0.08 0.50
H 0.33669 3.12513 8.73133 -0.05 -0.05 0.08 0.50
H -2.40873 -0.83392 9.90545 0.03 0.10 0.02 0.49
H -3.38327 -3.01739 9.29036 -0.03 -0.02 0.03 0.41
H -2.98904 -3.95717 7.03971 -0.02 -0.04 0.00 0.42
H -1.59466 -2.72628 5.41574 0.07 0.03 -0.06 0.55
```
Forces are in eV/Å.

Net charge: +1
LUMO level: -2.77 eV
Electronic energy: -3522.4361 Eh
HOMO level: -11.14 eV

No. 3
Here is a molecular structure, C34H51DyN5PS2 at a distorted geometry from the Open Molecules 2025 dataset. Energies are from the ωB97M-V functional and the def2-TZVPD basis.

Geometry as XYZ:
```
94
Properties=species:S:1:pos:R:3:forces:R:3:mulliken_charge:R:1
Dy -0.05046 0.72315 -0.68375 -0.61 0.47 0.02 -0.23
N -0.77356 2.91475 0.76335 0.54 0.25 -0.27 -0.21
C -1.99476 3.12675 1.55775 -0.37 0.08 0.14 -0.53
C -3.26236 3.06465 0.70505 0.15 -0.32 0.08 -0.95
C -3.69186 1.66455 0.26835 -0.02 0.27 0.18 -0.29
N -2.75796 1.07335 -0.69895 0.03 -0.18 -0.45 -0.12
H 0.02184 3.25275 1.30995 -0.14 -0.12 -0.20 0.21
H -0.83096 3.52915 -0.05895 0.06 -0.24 0.21 0.26
H -1.97346 4.11125 2.05615 0.08 -0.27 -0.11 0.39
H -2.03996 2.36035 2.33775 0.00 0.08 -0.02 0.17
H -3.13186 3.69315 -0.17975 -0.03 0.10 -0.03 0.36
H -4.07976 3.48785 1.29325 0.01 0.05 -0.03 0.42
H -4.70246 1.74905 -0.16065 0.16 -0.13 0.08 0.41
H -3.75086 1.00355 1.13545 -0.05 0.09 -0.07 0.03
H -2.75306 1.68385 -1.52975 0.11 -0.40 0.28 0.13
H -3.14096 0.17005 -0.99265 0.15 0.17 0.02 0.13
S -0.73976 2.79105 -2.46355 0.22 0.03 0.08 -0.28
C -1.53786 1.83445 -3.70565 0.05 0.03 0.07 -0.05
C -2.54566 2.45295 -4.44295 -0.14 0.02 -0.15 -0.39
C -3.21576 1.78835 -5.45225 -0.08 0.09 -0.06 -0.58
C -2.86626 0.48315 -5.75765 -0.05 -0.03 -0.18 -0.60
C -1.86866 -0.14315 -5.03975 -0.02 -0.07 -0.08 -0.91
C -1.20426 0.49735 -3.99715 -0.06 0.19 -0.05 0.84
S 0.02554 -0.42545 -3.14545 0.05 -0.13 0.42 -0.44
H -2.77826 3.48395 -4.21075 -0.07 0.01 0.00 0.41
H -3.99946 2.28785 -6.00475 -0.03 0.05 -0.04 0.37
H -3.35316 -0.04345 -6.56535 -0.09 -0.04 -0.05 0.37
H -1.57436 -1.15385 -5.28405 -0.04 -0.11 0.01 0.42
C 1.11074 1.71105 3.56915 0.06 0.04 -0.14 -1.41
C 2.40204 1.67305 2.75275 -0.24 -0.03 -0.38 0.38
C 3.57904 1.43095 3.68885 -0.05 0.00 -0.24 -1.68
P 2.12214 0.47085 1.32325 0.97 -0.16 0.75 1.27
C 3.84094 0.02175 0.72195 -0.34 0.13 -0.13 0.53
C 3.64944 -1.08475 -0.31555 -0.11 -0.02 0.09 -1.61
C 4.59614 1.21465 0.14785 -0.12 0.03 0.15 -1.56
C 1.67154 -1.08245 2.13865 -0.40 0.06 -0.18 0.38
C 2.53104 -1.74035 3.01535 -0.17 -0.17 0.02 -0.31
C 2.19824 -2.94275 3.61075 0.01 -0.08 0.00 0.27
C 3.13844 -3.64465 4.54765 -0.12 0.03 0.03 -1.80
C 0.94864 -3.48885 3.30415 0.29 0.16 0.09 -1.15
C 0.08434 -2.86845 2.43895 -0.21 0.15 -0.25 -0.95
C 0.41134 -1.64685 1.79975 0.90 -0.35 0.73 0.13
N -0.39436 -1.04975 0.89635 -0.43 0.99 -0.93 1.20
C -1.70156 -1.56845 0.76485 -0.33 -0.25 -0.06 -0.23
C -2.69336 -1.24455 1.70705 0.13 0.09 -0.03 0.38
C -2.33336 -0.45375 2.93385 -0.02 -0.07 -0.03 -1.57
C -3.99686 -1.67225 1.50805 0.12 -0.08 -0.04 -0.42
C -4.34996 -2.44275 0.40875 0.06 -0.08 -0.03 0.85
C -5.77386 -2.86435 0.19485 0.00 0.07 -0.04 -1.63
C -3.34936 -2.81555 -0.47875 -0.16 0.12 0.12 -0.92
C -2.03446 -2.40655 -0.31285 0.30 0.14 0.17 1.24
C -0.96656 -2.94585 -1.21855 0.07 -0.15 0.04 -1.93
H 1.12554 2.53795 4.27785 -0.02 0.08 0.06 0.56
H 1.00424 0.78215 4.12665 -0.07 -0.07 0.04 0.30
H 0.23804 1.81245 2.92645 -0.15 0.01 0.03 -0.07
H 2.54494 2.64475 2.25975 -0.02 -0.07 0.01 0.61
H 3.41684 0.53425 4.27865 0.03 -0.10 0.10 0.32
H 3.66064 2.27095 4.37855 0.03 0.05 0.07 0.49
H 4.52154 1.34085 3.15665 0.15 -0.03 -0.02 0.36
H 4.40914 -0.38705 1.56385 -0.11 0.04 -0.03 0.51
H 2.95144 -0.76995 -1.09955 0.13 -0.06 -0.02 0.21
H 3.24004 -1.97355 0.16295 0.00 -0.10 -0.09 0.27
H 4.60044 -1.34605 -0.78095 0.04 -0.02 -0.05 0.53
H 3.99234 1.73665 -0.59005 0.10 0.05 0.03 0.18
H 5.51704 0.87775 -0.32885 0.11 -0.02 -0.02 0.51
H 4.86344 1.92175 0.92965 0.06 0.14 0.06 0.30
H 3.49834 -1.31335 3.24035 0.09 0.02 -0.02 0.16
H 4.13524 -3.21065 4.49675 0.07 -0.01 0.04 0.35
H 3.20994 -4.70155 4.29595 0.08 -0.09 0.03 0.39
H 2.78594 -3.57405 5.57845 0.07 -0.03 0.06 0.32
H 0.66474 -4.43185 3.75105 -0.06 -0.11 0.04 0.40
H -0.86416 -3.33235 2.20625 -0.05 -0.05 0.01 0.63
H -1.43376 0.13375 2.74905 -0.06 0.04 0.08 -0.10
H -2.11856 -1.13015 3.76555 0.04 0.05 0.02 0.43
H -3.15146 0.20185 3.23805 0.01 -0.01 0.03 0.55
H -4.75536 -1.41015 2.23435 -0.09 0.06 0.09 0.40
H -6.29066 -2.99515 1.14425 -0.05 -0.01 0.02 0.40
H -5.82296 -3.79885 -0.35945 -0.06 -0.05 -0.05 0.40
H -6.30866 -2.10315 -0.37665 -0.09 -0.04 -0.02 0.26
H -3.58796 -3.46315 -1.30985 -0.07 -0.09 -0.16 0.45
H -1.25476 -2.87465 -2.26545 0.06 0.01 0.01 0.46
H -0.79716 -3.99735 -0.97855 0.03 -0.09 0.01 0.36
H -0.02276 -2.41535 -1.07785 -0.16 -0.18 -0.10 0.01
C 2.37844 1.16425 -5.12665 -0.39 0.01 -0.43 -0.86
N 3.15394 1.36325 -3.91715 0.28 -0.09 -0.60 -0.01
C 4.53694 0.93665 -3.96815 0.35 -0.15 0.05 -0.91
C 2.55434 1.47215 -2.77725 -0.33 0.31 1.14 0.67
N 2.05844 1.63815 -1.74145 0.09 -0.04 -0.08 -0.46
H 2.82994 1.74205 -5.93485 0.01 0.01 0.04 0.35
H 1.35484 1.49595 -4.96635 0.02 0.00 0.00 0.20
H 2.35994 0.10465 -5.39865 -0.03 0.08 0.03 0.33
H 5.03714 1.46335 -4.78295 -0.01 -0.01 0.07 0.35
H 4.60844 -0.14065 -4.14935 -0.01 0.04 0.01 0.32
H 5.03644 1.17225 -3.03115 0.00 0.02 0.00 0.27
```
Forces are in eV/Å.

Net charge: 0
LUMO level (alpha / beta): 0.49 / 0.49 eV
Electronic energy: -3622.8629 Eh
HOMO level (alpha / beta): -6.57 / -6.57 eV
Relative energy (zero: lowest compared OMol25 entry of this formula, charge and spin): 4.8 kcal per mole
Multiplicity: 6

Number 1 is which compound?
C5H10OS